1.
The following is a DFT calculation (ωB97M-V/def2-TZVPD) of an isolated molecule of C16H19NO3S2 at a distorted geometry.

Structure (XYZ):
```
41
Properties=species:S:1:pos:R:3
C 1.041 4.695 -1.934
C 0.220 3.616 -2.632
O -0.926 3.238 -1.890
C -0.808 2.421 -0.821
C 0.372 1.814 -0.391
C 0.350 0.963 0.701
C -0.832 0.727 1.370
S -0.854 -0.409 2.750
O -1.727 0.099 3.764
O 0.497 -0.752 3.075
N -1.581 -1.794 2.177
C -0.903 -2.530 1.143
C -1.336 -2.144 -0.268
S -0.330 -2.985 -1.539
C 1.101 -1.909 -1.523
C 1.187 -0.894 -2.462
C 2.292 -0.062 -2.468
C 3.295 -0.231 -1.528
C 3.204 -1.248 -0.593
C 2.113 -2.100 -0.596
C -2.008 1.338 0.970
C -1.998 2.177 -0.122
H 1.874 4.988 -2.567
H 0.419 5.566 -1.744
H 1.429 4.337 -0.983
H -0.186 4.008 -3.569
H 0.835 2.738 -2.861
H 1.309 1.985 -0.894
H 1.251 0.482 1.047
H -2.582 -1.722 2.094
H 0.157 -2.315 1.296
H -1.066 -3.603 1.292
H -2.362 -2.461 -0.457
H -1.253 -1.070 -0.437
H 0.397 -0.772 -3.187
H 2.375 0.715 -3.215
H 4.155 0.424 -1.531
H 3.988 -1.388 0.136
H 2.054 -2.916 0.107
H -2.912 1.155 1.529
H -2.897 2.665 -0.463
```

For the energy, the calculation gives -1697.92968 Ha. The value obtained for the HOMO-LUMO gap is 9.408 eV. Its total charge is 0. Its SMILES is CCOc1ccc(S(=O)(=O)NCCSc2ccccc2)cc1. The energy above the lowest of the compared OMol25 structures with the same formula, charge and spin is 1.187 eV.



2.
The following is a DFT calculation (ωB97M-V/def2-TZVPD) of an isolated molecule of C16H19NO6S at a distorted geometry.

Structure (XYZ):
```
43
Properties=species:S:1:pos:R:3
C -3.307 -1.218 2.379
O -3.895 -1.556 1.146
C -4.118 -0.475 0.267
C -2.978 -0.264 -0.743
N -1.763 0.218 -0.137
C -1.390 1.519 -0.187
O -2.023 2.381 -0.771
C -0.115 1.792 0.491
C 0.616 2.948 0.578
C 1.811 2.614 1.246
C 1.735 1.277 1.530
C 2.700 0.332 2.097
S 3.515 -0.627 0.722
O 4.416 0.242 0.025
O 4.070 -1.801 1.342
C 2.164 -1.166 -0.337
C 1.671 -2.437 -0.127
C 0.637 -2.920 -0.912
C 0.117 -2.113 -1.910
C 0.605 -0.835 -2.123
C 1.638 -0.334 -1.329
O 2.153 0.904 -1.423
C 1.730 1.750 -2.474
O 0.564 0.773 1.084
H -3.278 -2.138 2.961
H -2.289 -0.831 2.267
H -3.908 -0.472 2.912
H -4.290 0.453 0.826
H -5.025 -0.723 -0.292
H -2.772 -1.210 -1.251
H -3.294 0.490 -1.469
H -1.171 -0.443 0.340
H 0.322 3.905 0.198
H 2.626 3.267 1.481
H 2.233 -0.431 2.714
H 3.506 0.829 2.626
H 2.128 -3.034 0.646
H 0.249 -3.913 -0.751
H -0.681 -2.481 -2.538
H 0.173 -0.227 -2.902
H 1.914 1.293 -3.450
H 0.671 2.011 -2.378
H 2.334 2.649 -2.375
```

For the energy, the calculation gives -1525.43455 Ha. The value obtained for the HOMO-LUMO gap is 9.242 eV. Its total charge is 0. Its SMILES is COCCNC(=O)c1ccc(CS(=O)(=O)c2ccccc2OC)o1. The energy above the lowest of the compared OMol25 structures with the same formula, charge and spin is 0.250 eV.



3.
The following is a DFT calculation (ωB97M-V/def2-TZVPD) of an isolated molecule of C16H20F4N2O3.

Structure (XYZ):
```
45
Properties=species:S:1:pos:R:3
C -0.402 -2.456 -1.881
C -0.571 -0.968 -2.135
O -0.061 -0.233 -1.014
C 1.010 0.512 -1.215
O 1.504 0.799 -2.267
C 1.456 1.143 0.135
N 0.396 1.919 0.696
C -0.342 2.862 -0.125
C -1.771 2.965 0.433
C -2.449 1.631 0.330
C -3.219 1.295 -0.776
C -3.793 0.042 -0.899
C -3.598 -0.912 0.085
C -2.837 -0.604 1.199
C -2.280 0.655 1.304
F -1.567 0.941 2.419
N 1.795 0.096 1.074
C 2.226 -1.127 0.663
O 2.349 -1.390 -0.511
C 2.535 -2.079 1.799
C 2.829 -3.481 1.281
C 2.744 1.994 -0.100
F 3.115 2.547 1.080
F 2.553 3.016 -0.936
F 3.790 1.295 -0.528
H 0.652 -2.678 -1.735
H -0.952 -2.747 -0.990
H -0.774 -3.018 -2.733
H -1.627 -0.696 -2.224
H -0.026 -0.659 -3.032
H 0.667 2.339 1.579
H 0.122 3.857 -0.144
H -0.377 2.487 -1.149
H -1.719 3.279 1.477
H -2.321 3.714 -0.136
H -3.368 2.033 -1.551
H -4.393 -0.191 -1.766
H -4.039 -1.892 -0.011
H -2.673 -1.325 1.985
H 1.625 0.289 2.050
H 3.402 -1.686 2.335
H 1.688 -2.092 2.488
H 3.111 -4.137 2.101
H 1.952 -3.892 0.787
H 3.639 -3.447 0.558
```

For the energy, the calculation gives -1356.44117 Ha. The value obtained for the HOMO-LUMO gap is 9.853 eV. Its total charge is 0. Its SMILES is CCOC(=O)[C@@](NCCc1ccccc1F)(NC(=O)CC)C(F)(F)F. The energy above the lowest of the compared OMol25 structures with the same formula, charge and spin is 0.191 eV.



4.
The following is a DFT calculation (ωB97M-V/def2-TZVPD) of a structure of composition C16H20F9N4O2PtS.

Structure (XYZ):
```
53
Properties=species:S:1:pos:R:3
Pt 0.197 1.173 -1.461
C -2.119 2.894 1.101
N -3.023 2.034 0.338
C -4.242 1.523 0.969
C -2.699 1.659 -0.874
O -1.668 2.054 -1.470
H -2.699 3.458 1.826
H -1.615 3.575 0.423
H -1.372 2.293 1.622
H -4.513 2.178 1.791
H -4.084 0.518 1.360
H -5.059 1.513 0.252
H -3.417 1.000 -1.373
F 4.221 1.964 0.880
C 3.412 1.977 -0.179
F 3.979 2.714 -1.139
F 2.287 2.614 0.187
C 3.082 0.546 -0.716
O 2.081 0.587 -1.640
C 4.324 0.000 -1.498
F 4.222 -1.322 -1.667
F 5.467 0.248 -0.853
F 4.400 0.558 -2.704
C 2.803 -0.395 0.488
F 2.222 -1.528 0.078
F 1.958 0.186 1.366
F 3.905 -0.723 1.159
S 2.036 3.363 -4.870
C 1.644 1.750 -5.281
C 0.932 1.173 -4.291
N 0.689 2.010 -3.223
C 1.231 3.192 -3.397
H 1.949 1.314 -6.217
H 0.547 0.167 -4.277
H 1.170 3.982 -2.666
N -0.529 -0.127 -0.061
C -0.454 -1.146 0.490
N -0.394 -2.281 1.112
C 0.038 -2.317 2.526
C -1.178 -2.409 3.435
C -2.059 -3.596 3.045
C -2.460 -3.528 1.571
C -1.234 -3.415 0.678
H 0.650 -1.440 2.724
H 0.670 -3.201 2.631
H -1.751 -1.479 3.360
H -0.843 -2.496 4.470
H -2.949 -3.625 3.673
H -1.515 -4.528 3.229
H -3.109 -2.662 1.401
H -3.027 -4.415 1.283
H -1.490 -3.275 -0.370
H -0.614 -4.310 0.757
```

For the energy, the calculation gives -2407.32171 Ha. The value obtained for the HOMO-LUMO gap is 9.231 eV. Its total charge is +1. The energy above the lowest of the compared OMol25 structures with the same formula, charge and spin is 0.745 eV.



5.
The following is a DFT calculation (ωB97M-V/def2-TZVPD) of a structure of composition C16H20MgN2O3S at a distorted geometry.

Structure (XYZ):
```
43
Properties=species:S:1:pos:R:3
C -3.508 -0.460 -3.553
C -2.574 -1.541 -2.982
C -1.494 -0.727 -2.248
C -0.684 -1.459 -1.190
O 0.574 -0.836 -1.040
C 0.709 -0.259 0.214
C 0.600 -1.075 1.366
C 0.710 -0.583 2.632
C 0.659 -1.463 3.829
C 2.089 -1.940 4.143
C 3.182 -0.759 4.244
O 2.981 -1.889 3.174
C 0.886 0.827 2.754
N 0.983 1.485 3.902
S 1.192 3.029 3.481
N 1.190 2.902 1.896
C 0.996 1.620 1.585
C 0.937 1.081 0.268
C 1.193 2.065 -0.854
C 0.577 1.741 -2.210
C -0.854 2.227 -2.441
O 0.434 2.804 -3.042
H -4.553 -0.729 -3.450
H -3.335 0.503 -3.032
H -3.336 -0.365 -4.651
H -3.117 -2.161 -2.279
H -2.047 -2.123 -3.728
H -2.039 0.033 -1.695
H -0.820 -0.302 -3.038
H -1.295 -1.408 -0.293
H -0.559 -2.507 -1.456
H 0.449 -2.135 1.225
H 0.132 -2.400 3.654
H 0.318 -0.958 4.725
H 2.191 -2.745 4.858
H 4.224 -0.633 3.939
H 3.493 -1.223 5.228
H 2.243 2.237 -1.077
H 0.686 2.988 -0.592
H 0.832 0.792 -2.658
H -1.323 2.110 -3.461
H -1.194 3.190 -2.077
Mg -1.725 1.047 -4.070
```

For the energy, the calculation gives -1554.15256 Ha. The value obtained for the HOMO-LUMO gap is 2.067 eV. Its total charge is +2. The energy above the lowest of the compared OMol25 structures with the same formula, charge and spin is 2.092 eV.



6.
The following is a DFT calculation (ωB97M-V/def2-TZVPD) of an isolated molecule of C16H20N2O3S2.

Structure (XYZ):
```
43
Properties=species:S:1:pos:R:3
C -2.340 -3.618 0.055
C -2.305 -2.123 0.363
C -1.935 -1.860 1.820
N -1.350 -1.461 -0.504
C -1.670 -0.533 -1.415
O -2.803 -0.196 -1.690
C -0.457 0.067 -2.126
O 0.672 -0.001 -1.264
C 1.850 0.406 -1.767
O 2.005 0.719 -2.917
C 2.944 0.348 -0.757
C 4.188 -0.060 -1.230
C 5.273 -0.152 -0.380
C 5.121 0.186 0.955
C 3.895 0.622 1.423
C 2.787 0.705 0.588
C 1.501 1.228 1.142
S 0.961 2.714 0.197
C -0.758 2.522 0.262
N -1.373 1.640 0.920
C -2.802 1.753 0.846
C -3.211 2.718 -0.283
S -1.713 3.677 -0.685
H -3.077 -4.110 0.683
H -2.606 -3.782 -0.986
H -1.367 -4.068 0.243
H -3.280 -1.681 0.132
H -2.706 -2.248 2.480
H -1.827 -0.792 1.996
H -0.993 -2.349 2.063
H -0.373 -1.642 -0.330
H -0.258 -0.485 -3.053
H -0.665 1.107 -2.398
H 4.283 -0.303 -2.277
H 6.231 -0.476 -0.756
H 5.962 0.125 1.630
H 3.792 0.907 2.460
H 0.675 0.523 1.057
H 1.620 1.529 2.182
H -3.155 2.106 1.822
H -3.228 0.765 0.662
H -3.505 2.169 -1.178
H -4.000 3.404 0.012
```

For the energy, the calculation gives -1753.34755 Ha. The value obtained for the HOMO-LUMO gap is 9.164 eV. Its total charge is 0. Its SMILES is CC(C)NC(=O)COC(=O)c1ccccc1CSC1=NCCS1. The energy above the lowest of the compared OMol25 structures with the same formula, charge and spin is 0.000 eV.



7.
The following is a DFT calculation (ωB97M-V/def2-TZVPD) of a cluster of 2 separate species, C16H20N3O6P2 in total at a distorted geometry.

Structure (XYZ):
```
47
Properties=species:S:1:pos:R:3
C 2.587 -2.308 1.618
C 2.466 -1.039 0.840
O 3.255 -0.645 0.061
O 1.339 -0.289 1.153
C 0.453 0.017 0.073
C -0.702 -0.953 0.113
C -0.744 -2.128 -0.641
P 0.558 -2.593 -1.846
O 1.171 -1.446 -2.535
C -1.823 -3.000 -0.505
C -2.872 -2.712 0.361
C -4.038 -3.649 0.516
C -5.097 -3.462 -0.563
N -5.930 -4.356 -0.866
C -2.790 -1.530 1.076
N -1.741 -0.690 0.947
P -1.867 0.762 2.005
O -3.284 1.036 2.253
H 1.671 -2.891 1.551
H 2.801 -2.120 2.664
H 3.374 -2.888 1.153
H 0.942 0.031 -0.896
H 0.132 1.030 0.282
H -0.142 -3.438 -2.729
H 1.446 -3.446 -1.169
H -1.839 -3.916 -1.081
H -3.655 -4.663 0.431
H -4.453 -3.543 1.515
H -5.144 -2.510 -1.082
H -5.779 -5.189 -0.294
H -3.570 -1.260 1.772
H -1.200 0.375 3.175
H -1.248 1.831 1.354
C 3.659 4.618 -2.286
C 3.018 5.719 -1.734
C 2.203 5.566 -0.624
C 2.048 4.302 -0.084
C 2.675 3.191 -0.623
C 3.485 3.355 -1.733
N 1.200 4.137 1.103
O 0.651 5.112 1.557
O 1.097 3.011 1.573
H 4.299 4.744 -3.149
H 3.155 6.700 -2.166
H 1.703 6.418 -0.191
H 2.545 2.211 -0.185
H 3.985 2.499 -2.164
```

For the energy, the calculation gives -1919.76419 Ha. The value obtained for the HOMO-LUMO gap is 7.103 eV. Its total charge is +1.



8.
The following is a DFT calculation (ωB97M-V/def2-TZVPD) of a structure of composition C16H20N3OSe5Si2V at a distorted geometry.

Structure (XYZ):
```
48
Properties=species:S:1:pos:R:3
V 0.201 -0.330 1.326
Se 0.117 -0.593 4.014
Se 2.049 -1.881 4.084
Se 3.491 -0.337 3.166
Se 2.531 -0.166 1.000
C -1.322 -0.848 -1.749
Si 0.235 0.052 -1.172
C 1.682 -0.657 -2.152
C 0.044 1.884 -1.681
C 0.123 2.086 -3.065
C -0.015 3.339 -3.641
C -0.242 4.442 -2.836
C -0.333 4.268 -1.465
C -0.196 3.009 -0.871
Si -0.322 3.012 0.994
C 1.235 3.560 1.834
C -1.858 3.856 1.610
H -1.417 -0.757 -2.834
H -2.216 -0.423 -1.291
H -1.280 -1.912 -1.503
H 1.495 -0.610 -3.227
H 1.831 -1.706 -1.887
H 2.611 -0.126 -1.945
H 0.300 1.240 -3.720
H 0.054 3.451 -4.715
H -0.350 5.428 -3.270
H -0.520 5.140 -0.844
H 1.384 4.632 1.689
H 2.097 3.035 1.422
H 1.190 3.358 2.906
H -1.811 4.931 1.425
H -1.969 3.705 2.686
H -2.745 3.462 1.112
Se -2.496 -2.242 1.811
N -0.779 -2.190 1.327
C -0.377 -3.425 1.066
C 0.940 -3.808 0.665
C 1.178 -5.121 0.434
C 0.158 -6.120 0.582
C -1.099 -5.798 0.964
C -1.405 -4.424 1.221
N -2.590 -3.982 1.599
H 1.712 -3.056 0.574
H 2.170 -5.435 0.136
H 0.414 -7.153 0.386
H -1.877 -6.538 1.086
O -1.552 0.471 1.332
N -0.470 1.275 1.418
```

For the energy, the calculation gives -14391.38853 Ha. The value obtained for the HOMO-LUMO gap is 5.681 eV. Its total charge is 0. The energy above the lowest of the compared OMol25 structures with the same formula, charge and spin is 0.568 eV.



> energy of number 8 (C16H20N3OSe5Si2V)?

-14391.38853 Ha



> energy of number 1 (C16H19NO3S2)?

-1697.92968 Ha



> Number 6 is which compound?

C16H20N2O3S2



> The lowest energy belongs to which entry?

C16H20N3OSe5Si2V